1.
Molecular formula: C21H50ClN6O10V
Method: DFT, wB97M-V/def2-TZVPD

Values from the calculation:
Spin multiplicity: 3
<S²>: 2.055
Energy, hartree: -3314.8325
Molar mass, g/mol: 633.1
HOMO level (alpha / beta), eV: -7.729 / -7.729
Max |F|, eV Å⁻¹: 4.21
LUMO level (alpha / beta), eV: -2.009 / -2.066

Positions of all 89 atoms, in Å:
O (-1.6261, -1.2237, -4.1998)
V (-0.2300, -0.9607, -4.8997)
Cl (0.2273, 0.2196, -1.2150)
O (0.9569, 0.2575, -2.4743)
O (-0.4537, -1.0479, -1.1804)
O (1.2117, 0.1320, -0.2383)
O (-0.7525, 1.2638, -1.0770)
C (-0.7801, 3.7331, 2.7426)
C (0.4168, 3.1308, 2.1122)
N (1.0373, 4.2017, 1.2910)
C (2.5043, 4.1806, 1.4101)
C (3.0877, 3.0060, 0.5576)
C (0.5692, 4.2228, -0.1212)
C (0.6827, 5.7101, -0.6521)
H (-1.5493, 4.0053, 2.0200)
H (-0.3872, 4.6322, 3.2173)
H (-1.2433, 3.1350, 3.5274)
H (1.1596, 2.8306, 2.8514)
H (0.1438, 2.3572, 1.3945)
H (2.9283, 5.1614, 1.1950)
H (2.6238, 4.0279, 2.4827)
H (2.5554, 2.0772, 0.7629)
H (2.9738, 3.3674, -0.4644)
H (4.1472, 2.9046, 0.7926)
H (-0.4112, 3.7521, -0.0475)
H (0.9739, 3.5613, -0.8871)
H (1.5766, 5.8454, -1.2610)
H (0.6632, 6.3683, 0.2164)
H (-0.1765, 5.9988, -1.2574)
C (-3.5596, 4.7708, -0.7711)
O (-3.8094, 5.9531, -0.3844)
N (-4.5137, 3.8507, -1.0626)
C (-4.1617, 2.5104, -1.5413)
C (-5.9188, 4.0246, -0.6168)
H (-2.5434, 4.3573, -0.8631)
H (-3.7664, 2.5195, -2.5570)
H (-4.9569, 1.7652, -1.5615)
H (-3.2829, 2.2041, -0.9738)
H (-5.9455, 4.6909, 0.2454)
H (-6.5468, 4.4888, -1.3772)
H (-6.3295, 3.0817, -0.2557)
C (1.3033, -3.5037, -3.4916)
O (0.8489, -2.3788, -3.7620)
N (0.5506, -4.5987, -3.1150)
C (1.1133, -5.9891, -2.9452)
C (-0.8851, -4.5822, -2.7102)
H (2.3526, -3.8222, -3.3928)
H (0.8277, -6.2062, -1.9159)
H (2.1892, -5.8662, -3.0696)
H (0.7586, -6.6807, -3.7093)
H (-1.5532, -4.8401, -3.5319)
H (-1.1557, -5.0724, -1.7750)
H (-1.1251, -3.5405, -2.4974)
C (0.5159, -3.4823, 3.8802)
O (0.5723, -4.6610, 4.2427)
N (1.0657, -3.0113, 2.7483)
C (0.6646, -1.7507, 2.2322)
C (1.8905, -3.8829, 1.8404)
H (0.0033, -2.6830, 4.4375)
H (-0.1171, -1.2675, 2.8184)
H (0.3266, -1.8218, 1.1984)
H (1.3949, -0.9617, 2.0533)
H (2.2565, -3.4960, 0.8893)
H (2.7589, -4.0689, 2.4724)
H (1.4264, -4.8680, 1.7928)
C (-3.7254, -0.8658, -0.9780)
O (-3.8737, -1.6040, -1.9974)
N (-3.7046, -1.3688, 0.3278)
C (-2.9229, -0.5656, 1.3951)
C (-3.8438, -2.7499, 0.7077)
H (-3.4370, 0.1968, -0.9760)
H (-1.8477, -0.7433, 1.3741)
H (-3.3744, -0.8275, 2.3520)
H (-2.9738, 0.5049, 1.1962)
H (-3.8094, -3.3572, -0.1968)
H (-3.1049, -3.0262, 1.4599)
H (-4.8607, -2.8808, 1.0779)
C (3.9524, -1.6161, -0.9205)
O (3.6014, -2.5792, -1.5955)
N (4.4657, -1.7560, 0.2688)
C (4.8000, -0.5405, 1.0282)
C (5.0751, -2.9925, 0.6924)
H (3.7891, -0.5569, -1.1730)
H (4.3175, -0.8105, 1.9676)
H (4.3850, 0.4287, 0.7513)
H (5.8502, -0.3489, 1.2486)
H (4.9045, -3.8549, 0.0481)
H (6.1491, -2.8070, 0.7030)
H (4.7095, -3.3106, 1.6687)

Cartesian forces, eV/Å:
O 1.465 0.725 -1.812
V -1.294 -1.176 3.536
Cl -1.560 -3.150 -2.310
O -0.457 1.222 -1.373
O -1.058 -0.300 -0.052
O 2.086 1.580 3.098
O 0.786 0.555 0.103
C -0.548 0.508 1.062
C 0.430 0.452 -1.768
N 0.946 -0.086 -0.992
C -0.901 -1.158 0.276
C 0.331 1.717 0.865
C -0.573 1.220 0.599
C -0.868 -1.184 0.403
H 0.072 0.092 -0.038
H -0.478 0.254 0.082
H -0.022 -0.281 -0.061
H -0.230 -0.437 -0.055
H 0.140 -0.820 0.515
H 0.085 -0.078 -0.408
H 0.675 -0.026 0.006
H -0.023 0.097 -0.256
H 0.181 -0.708 -0.164
H 0.132 -0.173 -0.158
H -0.642 0.934 -0.236
H 0.955 -0.316 0.369
H 0.086 0.064 0.194
H 0.272 0.033 -0.098
H -0.036 -0.142 -0.168
C -1.390 2.567 1.042
O 0.815 -3.385 -1.032
N -1.423 -0.515 0.341
C 1.498 0.557 -0.346
C 0.702 0.716 0.250
H 0.053 0.277 -0.170
H -0.224 0.288 -0.308
H -0.097 0.443 0.576
H -0.209 -0.549 0.266
H 0.230 0.175 -0.098
H -0.017 -0.262 -0.130
H 0.098 -0.110 -0.422
C -1.556 -2.430 1.223
O 0.564 -0.387 -0.809
N -0.610 -0.290 0.020
C 0.501 2.525 0.031
C 0.130 2.384 -0.791
H 0.116 0.962 -0.592
H 0.337 -0.807 -0.256
H 0.117 -0.438 0.290
H -0.332 0.105 0.251
H 0.132 -0.477 0.065
H 0.698 -0.612 -0.244
H -0.048 0.245 -0.096
C 0.234 -1.667 -0.074
O 0.057 1.321 -0.126
N 0.675 -0.062 -1.503
C -0.525 1.648 -1.207
C 0.035 -0.458 2.543
H -0.119 -0.158 0.107
H -0.073 -0.322 0.141
H -0.604 -0.478 -0.022
H 0.910 -0.252 0.719
H -0.790 0.496 0.145
H 0.417 -0.223 -0.291
H -0.241 0.134 -0.479
C 0.930 -3.687 -0.744
O -0.215 2.486 2.877
N 1.795 2.669 0.432
C -1.159 -0.354 -1.576
C -0.903 -0.077 -1.021
H -0.302 -0.336 -0.339
H -0.086 -0.688 -0.089
H 0.195 0.257 0.013
H -0.541 0.018 0.041
H 0.414 -0.181 0.071
H -0.039 -0.117 -0.220
H 0.028 -0.258 0.475
C -1.560 -0.550 -1.587
O 0.071 0.293 -0.686
N 1.476 1.342 0.837
C -0.526 -0.891 1.752
C 0.393 -0.336 0.421
H -0.174 -0.190 -0.420
H 0.258 0.716 0.628
H -0.413 -0.557 -0.828
H 0.277 -0.540 -0.370
H -0.315 0.569 -0.415
H 0.157 -0.270 0.376
H 0.227 0.306 0.200

***

2.
Molecular formula: C29H26BrN2O2Pd
Method: DFT, wB97M-V/def2-TZVPD

Values from the calculation:
Total charge: +1
Energy, hartree: -4082.2669
Energy relative to the best compared isomer or geometry (same formula, charge and spin), kcal per mole: 0.0
Molar mass, g/mol: 620.9
HOMO level, eV: -10.675
Max |F|, eV Å⁻¹: 0.76
LUMO level, eV: -4.351

Positions of all 61 atoms, in Å:
Pd (-0.3957, -0.5592, -0.0921)
C (-3.2020, 0.7948, -2.7244)
O (-2.3009, 0.8650, -1.6238)
C (-2.4866, 1.8626, -0.7205)
C (-3.6428, 2.6239, -0.6200)
C (-3.7548, 3.5839, 0.3763)
C (-2.7198, 3.8040, 1.2728)
C (-1.5528, 3.0666, 1.1582)
C (-1.4337, 2.1099, 0.1633)
N (-0.2115, 1.3774, 0.0046)
N (0.8420, 2.0500, 0.0742)
C (2.0878, 1.5850, -0.0677)
C (2.3920, 0.2318, -0.3735)
O (1.5260, -0.7146, -0.4559)
C (3.7558, -0.1254, -0.6103)
C (4.7377, 0.7989, -0.5106)
C (4.4780, 2.1678, -0.1846)
C (5.5255, 3.1013, -0.0914)
C (5.2614, 4.4129, 0.2089)
C (3.9376, 4.8192, 0.4203)
C (2.8993, 3.9215, 0.3338)
C (3.1522, 2.5751, 0.0321)
H (-4.2036, 0.5108, -2.3951)
H (-2.8092, 0.0263, -3.3836)
H (-3.2418, 1.7493, -3.2508)
H (-4.4615, 2.4669, -1.3066)
H (-4.6669, 4.1607, 0.4499)
H (-2.8144, 4.5520, 2.0472)
H (-0.7175, 3.2304, 1.8264)
H (3.9634, -1.1563, -0.8591)
H (5.7658, 0.5029, -0.6842)
H (6.5415, 2.7677, -0.2622)
H (6.0667, 5.1308, 0.2803)
H (3.7270, 5.8545, 0.6538)
H (1.8822, 4.2496, 0.4941)
Br (-6.1759, 0.6249, 0.9712)
C (-4.5869, -0.3672, 0.7944)
C (-3.5277, -0.1232, 1.6414)
C (-2.3739, -0.9008, 1.5342)
C (-2.2937, -1.9065, 0.5546)
C (-3.3771, -2.1157, -0.3173)
C (-4.5174, -1.3614, -0.1869)
H (-3.5988, 0.6431, 2.4009)
H (-1.5856, -0.7971, 2.2702)
H (-3.3115, -2.8897, -1.0695)
H (-5.3661, -1.5385, -0.8332)
C (1.0515, -5.1537, 1.5024)
C (0.9849, -4.3604, 0.1868)
C (0.6649, -5.2986, -0.9859)
C (2.3188, -3.6475, -0.0615)
C (-0.1122, -3.3901, 0.3124)
C (-1.0931, -2.6884, 0.4286)
H (1.8352, -5.9073, 1.4196)
H (0.1083, -5.6600, 1.7072)
H (1.2870, -4.5004, 2.3423)
H (1.4579, -6.0417, -1.0741)
H (0.6045, -4.7462, -1.9237)
H (-0.2783, -5.8210, -0.8260)
H (3.1015, -4.4040, -0.1281)
H (2.5618, -2.9643, 0.7521)
H (2.2953, -3.0825, -0.9916)

Cartesian forces, eV/Å:
Pd 0.627 -0.284 0.323
C -0.038 -0.055 0.020
O 0.080 0.015 -0.043
C -0.055 0.029 0.005
C 0.010 0.002 -0.014
C 0.013 0.002 0.007
C -0.015 -0.007 -0.005
C 0.013 -0.024 0.014
C 0.019 0.035 0.032
N -0.285 0.078 -0.081
N -0.007 -0.062 -0.101
C 0.061 0.051 0.015
C -0.048 -0.002 0.038
O -0.095 0.073 -0.105
C -0.004 -0.011 0.001
C -0.017 0.016 0.003
C 0.032 -0.014 -0.005
C -0.010 -0.005 0.000
C 0.001 0.008 0.001
C 0.003 -0.006 -0.003
C -0.002 -0.002 0.004
C -0.038 -0.006 0.007
H -0.002 0.014 0.002
H 0.002 0.009 -0.007
H 0.004 0.000 -0.007
H -0.007 -0.001 0.008
H 0.000 0.000 0.000
H 0.003 0.001 -0.001
H -0.002 0.003 0.000
H 0.011 0.005 -0.002
H 0.001 -0.001 0.000
H 0.000 0.000 0.000
H -0.001 0.001 0.000
H 0.002 0.001 0.000
H -0.001 -0.002 0.001
Br 0.003 -0.009 -0.006
C 0.005 0.015 0.021
C -0.024 -0.009 0.005
C 0.001 -0.004 -0.005
C -0.063 0.058 -0.022
C -0.050 -0.003 0.009
C 0.016 -0.004 -0.006
H 0.005 0.007 -0.008
H -0.018 -0.016 0.019
H 0.005 0.001 -0.001
H -0.002 0.007 -0.001
C -0.009 -0.006 0.000
C 0.026 -0.006 0.031
C -0.011 0.000 -0.002
C 0.000 -0.016 0.000
C 0.052 0.057 -0.139
C -0.204 0.078 -0.011
H 0.001 0.002 0.001
H 0.000 -0.001 -0.002
H 0.001 0.001 -0.001
H 0.002 0.000 0.001
H 0.002 0.001 0.000
H 0.001 0.001 0.000
H 0.000 -0.003 0.006
H 0.000 0.001 -0.003
H 0.004 -0.014 0.005

***

3.
Molecular formula: C44H41ClF3N6O3SSbTi
Method: DFT, wB97M-V/def2-TZVPD

Values from the calculation:
Energy, hartree: -4503.3797
Energy relative to the best compared isomer or geometry (same formula, charge and spin), kcal per mole: 0.7
Molar mass, g/mol: 996.0
HOMO level, eV: -7.780
Max |F|, eV Å⁻¹: 1.21
LUMO level, eV: -0.499

Positions of all 101 atoms, in Å:
Ti (1.7144, 0.5643, 1.0787)
N (1.1437, 0.7894, 5.5930)
C (1.4465, 0.5799, 4.2873)
S (0.5277, 1.4500, 3.1142)
N (2.4211, -0.2571, 4.0545)
N (2.7224, -0.4034, 2.7058)
C (3.6779, -1.2498, 2.5183)
C (4.3297, -1.5937, 1.2747)
C (5.3718, -2.5268, 1.3172)
C (6.0374, -2.9001, 0.1658)
C (5.6596, -2.3411, -1.0518)
C (4.6345, -1.4134, -1.1203)
C (3.9739, -1.0334, 0.0432)
O (3.0013, -0.1255, -0.0156)
H (0.3300, 1.3216, 5.8335)
H (1.5620, 0.1836, 6.2771)
H (4.0654, -1.7302, 3.4148)
H (5.6465, -2.9603, 2.2709)
H (6.8396, -3.6231, 0.2111)
H (6.1702, -2.6330, -1.9602)
H (4.3252, -0.9779, -2.0603)
C (4.4793, 1.9760, 2.8590)
N (3.6376, 2.1958, 1.6836)
C (4.5062, 2.2519, 0.4878)
C (2.8981, 3.4375, 1.7346)
C (3.2839, 4.5386, 2.4751)
C (2.5871, 5.7385, 2.3636)
C (1.5324, 5.8322, 1.4739)
C (1.1253, 4.7223, 0.7451)
C (1.7690, 3.4997, 0.9087)
N (1.3674, 2.3010, 0.2938)
C (0.1086, 2.2816, -0.3879)
C (-1.0478, 2.7128, 0.2605)
C (-2.2704, 2.7287, -0.3835)
C (-2.3488, 2.2760, -1.6924)
C (-1.2195, 1.8010, -2.3375)
C (0.0339, 1.8089, -1.7134)
N (1.1906, 1.3525, -2.3721)
C (2.2477, 2.3400, -2.5541)
C (0.9938, 0.5815, -3.5811)
H (4.9537, 1.0002, 2.7744)
H (5.2756, 2.7251, 2.9289)
H (3.8728, 1.9990, 3.7622)
H (5.1880, 3.1063, 0.5669)
H (3.8969, 2.3507, -0.4045)
H (5.0865, 1.3327, 0.4195)
H (4.1312, 4.4757, 3.1421)
H (2.8856, 6.5918, 2.9567)
H (1.0038, 6.7678, 1.3478)
H (0.2908, 4.8060, 0.0640)
H (-0.9717, 3.0433, 1.2886)
H (-3.1548, 3.0764, 0.1328)
H (-3.2954, 2.2803, -2.2157)
H (-1.3047, 1.4486, -3.3558)
H (2.1145, 2.8803, -3.5021)
H (3.2204, 1.8435, -2.5744)
H (2.2464, 3.0659, -1.7473)
H (0.2514, -0.2008, -3.4271)
H (1.9393, 0.1051, -3.8444)
H (0.6832, 1.1996, -4.4375)
Cl (-1.5056, -1.9080, 2.9799)
C (-0.1927, -2.7995, 2.1935)
C (0.6257, -2.0504, 1.1534)
O (1.4891, -2.6602, 0.5655)
O (0.3539, -0.7698, 0.9779)
H (-0.6229, -3.6734, 1.7078)
H (0.4932, -3.1372, 2.9672)
F (-6.3215, -5.7464, 2.0664)
C (-5.6381, -4.6978, 1.5595)
C (-6.2765, -3.4823, 1.4347)
C (-5.5626, -2.4145, 0.9059)
C (-4.2380, -2.5508, 0.5074)
C (-3.6370, -3.7993, 0.6520)
C (-4.3242, -4.8823, 1.1777)
Sb (-3.0908, -0.9123, -0.2974)
C (-2.1912, -2.1327, -1.7974)
C (-2.9123, -3.0538, -2.5602)
C (-2.2774, -3.8947, -3.4585)
C (-0.9006, -3.8162, -3.5701)
F (-0.2787, -4.6422, -4.4351)
C (-0.1452, -2.9342, -2.8283)
C (-0.8084, -2.0878, -1.9461)
C (-4.6941, -0.1070, -1.4680)
C (-4.8076, -0.2506, -2.8472)
C (-5.8166, 0.3817, -3.5610)
C (-6.7155, 1.1680, -2.8708)
F (-7.7012, 1.7850, -3.5538)
C (-6.6350, 1.3541, -1.5054)
C (-5.6111, 0.7176, -0.8186)
H (-7.3093, -3.3833, 1.7387)
H (-6.0729, -1.4639, 0.8048)
H (-2.6124, -3.9523, 0.3302)
H (-3.8631, -5.8541, 1.2875)
H (-3.9872, -3.1326, -2.4431)
H (-2.8233, -4.6109, -4.0570)
H (0.9307, -2.9159, -2.9335)
H (-0.2204, -1.3850, -1.3682)
H (-4.0950, -0.8573, -3.3929)
H (-5.9108, 0.2755, -4.6331)
H (-7.3515, 1.9905, -1.0052)
H (-5.5306, 0.8923, 0.2499)

Cartesian forces, eV/Å:
Ti -0.347 1.010 0.576
N 0.092 0.001 -0.024
C -0.023 -0.182 0.134
S 0.458 0.038 -0.237
N -0.240 0.129 -0.182
N 0.229 -0.473 0.079
C 0.005 0.080 -0.022
C 0.114 -0.141 0.054
C -0.019 0.004 -0.117
C -0.009 -0.007 0.086
C -0.056 0.057 -0.055
C 0.125 -0.103 0.076
C -0.266 0.105 -0.058
O 0.247 -0.382 -0.050
H -0.055 -0.019 -0.018
H -0.017 0.003 0.024
H -0.015 0.021 -0.002
H 0.008 -0.009 0.018
H 0.004 -0.006 -0.009
H 0.013 -0.014 -0.007
H -0.012 0.025 -0.012
C -0.007 -0.039 0.065
N -0.325 0.084 -0.068
C 0.096 -0.059 0.048
C 0.012 0.027 -0.015
C -0.012 0.022 -0.057
C 0.001 -0.027 -0.004
C 0.034 -0.018 0.002
C 0.036 0.052 -0.039
C -0.008 -0.055 -0.166
N -0.394 -0.108 0.296
C 0.131 0.007 -0.080
C -0.087 -0.074 -0.001
C 0.018 -0.006 -0.030
C 0.003 0.005 -0.015
C 0.032 -0.010 0.020
C -0.072 0.027 -0.098
N -0.025 0.052 0.063
C 0.003 -0.005 -0.020
C -0.022 -0.072 -0.023
H -0.007 0.010 0.005
H -0.022 -0.006 0.002
H 0.009 0.004 0.000
H 0.001 -0.021 -0.020
H 0.010 -0.002 -0.005
H 0.000 0.018 -0.003
H 0.014 0.015 0.015
H 0.007 0.015 0.004
H 0.004 0.017 0.013
H -0.014 -0.005 0.022
H 0.019 0.005 0.007
H -0.015 0.002 0.016
H -0.032 -0.002 -0.009
H -0.010 0.004 -0.007
H 0.000 0.014 0.014
H -0.004 -0.010 -0.031
H 0.002 -0.011 -0.004
H 0.051 0.055 -0.005
H 0.016 -0.003 0.000
H 0.000 0.006 0.009
Cl 0.042 0.093 0.012
C -0.105 -0.095 -0.058
C 0.033 0.004 -0.024
O -0.116 0.002 0.027
O 0.387 0.013 -0.168
H 0.048 -0.015 0.032
H 0.030 -0.007 -0.022
F 0.000 0.013 0.000
C 0.006 -0.041 0.014
C 0.033 -0.035 -0.004
C -0.061 0.082 0.063
C -0.015 -0.098 -0.165
C 0.071 -0.012 0.010
C -0.067 0.015 0.027
Sb 0.009 0.049 0.252
C 0.048 -0.067 -0.054
C -0.051 -0.035 0.035
C 0.034 0.012 0.002
C 0.022 -0.001 -0.001
F 0.021 -0.010 -0.011
C -0.077 -0.025 -0.037
C 0.048 0.027 -0.021
C -0.016 0.059 -0.058
C 0.042 -0.067 -0.068
C -0.025 0.035 0.013
C -0.031 0.019 0.017
F -0.007 0.007 -0.011
C 0.008 -0.008 -0.063
C -0.033 0.035 0.066
H -0.014 0.005 0.011
H 0.007 0.010 -0.038
H 0.012 0.026 -0.013
H 0.007 -0.017 -0.001
H -0.005 0.008 0.015
H -0.012 -0.011 -0.007
H 0.024 -0.001 0.010
H 0.012 0.003 0.041
H 0.007 -0.005 0.013
H 0.001 -0.008 -0.014
H -0.017 0.013 0.009
H 0.019 -0.020 0.014

***

4.
Molecular formula: C2H4N6
Method: DFT, wB97M-V/def2-TZVPD

Values from the calculation:
SMILES: [H]/N=C/N=c1[nH]nn[nH]1
Energy, hartree: -406.9620
Energy relative to the best compared isomer or geometry (same formula, charge and spin), kcal per mole: 97.2
Molar mass, g/mol: 112.1
HOMO level, eV: -9.253
Max |F|, eV Å⁻¹: 9.34
LUMO level, eV: 0.066

Positions of all 12 atoms, in Å:
H (-2.6176, -1.4709, 0.2465)
N (-1.7962, -0.9685, 0.1820)
C (-1.8768, 0.4065, -0.1891)
N (-0.6244, 1.2719, -0.0927)
C (0.4563, 0.6023, -0.1343)
N (1.8101, 0.9251, -0.1121)
N (2.7085, -0.0909, 0.1473)
N (2.0005, -1.1205, -0.1250)
N (0.6189, -0.7548, -0.4292)
H (-2.9443, 0.9489, -0.0697)
H (2.3302, 1.8613, 0.5442)
H (-0.0652, -1.6104, 0.0320)

Cartesian forces, eV/Å:
H -2.691 -0.508 0.009
N 2.138 6.881 -2.290
C 0.820 -3.512 4.194
N -3.751 -0.901 -0.518
C 1.531 -3.355 -0.828
N 3.527 7.416 4.456
N -4.297 -1.940 -2.192
N -0.237 0.166 0.253
N 1.585 -3.797 2.709
H 2.829 -0.958 -0.919
H -2.977 -3.235 -3.019
H 1.523 3.743 -1.856